1.
The molecule C5H8N2, computed with wB97M-V/def2-TZVPD.

Last column: Mulliken charge in e.
Cartesian coordinates (Å):
C  -2.753  -0.022  -0.651  -0.6955
N  -1.392  0.234  -0.216  -0.0922
C  1.558  -0.672  0.724  0.0490
C  0.903  0.431  0.975  0.2113
C  2.446  -0.788  -0.491  -0.9893
C  0.053  1.433  1.022  -0.5897
N  -1.288  1.247  0.496  -0.2892
H  -2.794  0.160  -1.730  0.2499
H  -3.481  0.603  -0.123  0.3460
H  -2.964  -1.086  -0.494  0.2454
H  1.441  -1.545  1.369  0.3177
H  2.445  0.174  -1.012  0.3194
H  2.124  -1.573  -1.192  0.2809
H  3.464  -1.005  -0.153  0.3019
H  0.238  2.408  1.476  0.3345

Calculated values
HOMO-LUMO gap = 9.6098 eV
Energy above the lowest of the compared OMol25 structures with the same formula, charge and spin = 3.389 eV
Structure (SMILES) = CC=C=C/N=N/C

2.
A cluster of 2 separate species, C5H15N2 in total, computed with wB97M-V/def2-TZVPD.

Last column: Mulliken charge in e.
Cartesian coordinates (Å):
C  1.117  -1.477  1.279  -0.9630
C  1.083  0.677  -0.697  -1.0035
C  -1.152  0.623  -0.119  -0.8958
C  0.412  1.907  1.312  -0.7492
C  0.245  -0.507  1.309  -0.0173
N  -1.054  -1.842  -2.191  -0.7460
N  0.224  0.650  0.464  0.3882
H  -2.049  -1.888  -2.045  0.2270
H  0.859  -2.272  1.905  0.3137
H  1.935  -1.600  0.604  0.3152
H  0.880  1.546  -1.296  0.4099
H  2.098  0.663  -0.403  0.3785
H  0.784  -0.281  -1.223  0.3621
H  -1.385  -0.241  -0.616  0.3391
H  -2.050  0.750  0.584  0.3794
H  -1.258  1.432  -0.825  0.4831
H  1.431  2.208  1.291  0.3859
H  -0.069  2.834  0.725  0.3040
H  0.131  2.028  2.380  0.3148
H  -0.503  -0.449  2.163  0.3053
H  -1.067  -2.274  -3.097  0.2398
H  -0.612  -2.488  -1.506  0.2288

Calculated values
HOMO-LUMO gap = 11.4740 eV
Energy above the lowest of the compared OMol25 structures with the same formula, charge and spin = 2.692 eV
Charge = +1

3.
A cluster of 2 separate species, C3H9N4 in total, computed with wB97M-V/def2-TZVPD.

Last column: Mulliken charge in e.
Cartesian coordinates (Å):
C  -3.113  0.119  -0.050  0.2278
C  1.152  1.128  -0.340  -0.0014
C  2.938  -0.440  -0.152  -0.6570
N  -2.008  -0.007  0.212  -0.3636
N  1.561  -0.014  0.084  0.3484
N  -4.409  0.141  -0.264  -0.4600
N  0.786  -1.095  0.500  -0.6245
H  0.186  1.518  0.004  0.3103
H  1.980  1.757  -0.691  0.1756
H  3.172  -0.927  0.920  0.2828
H  3.003  -1.208  -0.874  0.3086
H  3.567  0.503  -0.355  0.2666
H  -4.717  0.839  0.333  0.2633
H  -4.865  0.238  -1.137  0.2753
H  0.943  -1.486  1.515  0.3131
H  -0.176  -1.066  0.296  0.3348

Calculated values
HOMO-LUMO gap = 9.4984 eV
Energy above the lowest of the compared OMol25 structures with the same formula, charge and spin = 3.439 eV
Charge = +1

4.
A cluster of 2 separate species, C27H30N6O2S in total, computed with wB97M-V/def2-TZVPD.

Last column: Mulliken charge in e.
Cartesian coordinates (Å):
O  -0.940  3.115  -6.174  -0.6747
O  1.276  4.347  -1.258  -0.6570
N  -3.750  0.286  0.953  -0.6513
N  -3.067  -0.631  -1.100  -0.7390
S  -0.348  -1.737  3.199  -0.2445
C  -0.390  2.862  -5.116  0.5945
C  0.780  4.213  -2.371  0.1651
C  -3.801  0.135  -0.339  0.2969
C  0.966  1.449  2.076  -0.4659
C  1.803  1.023  1.031  -0.8942
C  -0.295  1.999  1.785  -0.8271
C  -0.041  -4.465  3.491  0.0123
C  1.895  -3.106  3.976  -0.3614
C  0.690  -5.617  3.804  -0.7337
C  2.629  -4.257  4.287  -0.7960
C  1.382  1.152  -0.303  -0.3656
C  -0.721  2.120  0.450  -0.0709
C  -0.168  -2.749  -0.729  -0.9374
C  0.078  -2.635  0.638  -0.5914
C  0.560  -3.204  3.574  -0.0600
C  2.030  -5.522  4.206  0.9626
C  0.120  1.703  -0.599  1.2123
C  -1.248  -2.069  -1.288  -0.0454
C  -2.790  -0.389  1.529  0.7967
C  -0.759  -1.875  1.473  0.4619
C  -2.080  -1.285  -0.493  -0.2495
C  -1.860  -1.193  0.884  0.1571
N  -4.790  0.773  -0.947  -0.5151
N  -2.847  -0.124  2.846  -0.3459
N  1.227  4.936  -3.408  -0.0930
N  -0.962  3.256  -3.976  -0.1063
C  0.936  2.124  -5.140  -0.9817
C  2.806  -6.767  4.540  -1.3611
C  2.350  5.867  -3.334  -0.9672
C  -0.322  1.842  -2.045  -1.5210
C  -0.441  3.282  -2.593  0.2963
H  1.292  1.357  3.102  0.4051
H  2.774  0.604  1.253  0.4329
H  -0.937  2.335  2.586  0.4796
H  -1.079  -4.545  3.183  0.4273
H  2.362  -2.129  4.047  0.4235
H  0.211  -6.589  3.737  0.3737
H  3.665  -4.161  4.596  0.3010
H  2.035  0.833  -1.101  0.4415
H  -1.694  2.537  0.230  0.3099
H  0.491  -3.348  -1.352  0.3931
H  0.948  -3.140  1.042  0.4889
H  -1.452  -2.126  -2.351  0.4818
H  -5.529  0.979  -0.290  0.2798
H  -5.029  0.305  -1.809  0.2779
H  -1.954  -0.206  3.317  0.1980
H  -3.414  0.695  3.017  0.3412
H  0.752  4.832  -4.292  0.2626
H  -1.876  3.661  -4.110  0.2157
H  1.618  2.489  -4.378  0.3783
H  1.391  2.261  -6.121  0.3078
H  0.746  1.064  -4.982  0.2702
H  3.766  -6.521  5.004  0.3411
H  2.998  -7.345  3.631  0.2918
H  2.239  -7.391  5.238  0.3502
H  3.254  5.331  -3.038  0.2964
H  2.143  6.633  -2.584  0.2908
H  2.514  6.342  -4.302  0.3562
H  0.375  1.279  -2.660  0.3379
H  -1.294  1.358  -2.146  0.1690
H  -1.224  3.747  -1.995  0.3776

Calculated values
HOMO-LUMO gap = 7.9895 eV
Structure (SMILES) = Cc1ccc(Sc2cccc3nc(N)nc(N)c23)cc1.CNC(=O)[C@H](Cc1ccccc1)NC(C)=O

Q: Which of these has the highest HOMO-LUMO gap?
A: C5H15N2

Q: Which of these has the lowest HOMO-LUMO gap?
A: C27H30N6O2S

What did the first record say?
The molecule C5H8N2, computed with wB97M-V/def2-TZVPD.

Last column: Mulliken charge in e.
Cartesian coordinates (Å):
C  -2.753  -0.022  -0.651  -0.6955
N  -1.392  0.234  -0.216  -0.0922
C  1.558  -0.672  0.724  0.0490
C  0.903  0.431  0.975  0.2113
C  2.446  -0.788  -0.491  -0.9893
C  0.053  1.433  1.022  -0.5897
N  -1.288  1.247  0.496  -0.2892
H  -2.794  0.160  -1.730  0.2499
H  -3.481  0.603  -0.123  0.3460
H  -2.964  -1.086  -0.494  0.2454
H  1.441  -1.545  1.369  0.3177
H  2.445  0.174  -1.012  0.3194
H  2.124  -1.573  -1.192  0.2809
H  3.464  -1.005  -0.153  0.3019
H  0.238  2.408  1.476  0.3345

Calculated values
HOMO-LUMO gap = 9.6098 eV
Energy above the lowest of the compared OMol25 structures with the same formula, charge and spin = 3.389 eV
Structure (SMILES) = CC=C=C/N=N/C

Q: Among the records above, which one has the lowest HOMO-LUMO gap?
A: C27H30N6O2S